# C34H52F4N8ScSi

C34H52F4N8ScSi as an isolated structure in a non-equilibrium geometry (ωB97M-V with the def2-TZVPD basis set, the OMol25 dataset).

Geometry as XYZ:
```
100
Properties=species:S:1:pos:R:3
Sc -0.4470 0.0270 -0.4761
C -1.4544 -3.5690 -0.4787
N -0.4935 -3.0136 -1.4506
C 0.5706 -4.0131 -1.6420
C -1.1806 -2.7450 -2.7248
C -1.3571 -1.2764 -2.9637
N -1.9783 -0.6407 -1.8083
C -3.3231 -0.6810 -1.6031
C -3.7745 -0.4695 -0.2917
F -2.7810 -0.1955 0.5627
C -5.0648 -0.5000 0.1580
F -5.2969 -0.2772 1.4565
C -6.0812 -0.7569 -0.7139
C -5.7204 -1.0148 -2.0189
F -6.6637 -1.3234 -2.9124
C -4.3873 -0.9862 -2.4637
F -4.1136 -1.2023 -3.7754
H -1.9390 -4.4945 -0.8234
H -2.1976 -2.8130 -0.2480
H -0.8988 -3.8326 0.4301
H 0.1599 -5.0256 -1.8804
H 1.1525 -4.1234 -0.7083
H 1.1976 -3.6868 -2.4491
H -2.1941 -3.1698 -2.7182
H -0.6008 -3.2261 -3.5288
H -1.8302 -1.0520 -3.9087
H -0.3515 -0.7887 -3.0372
H -7.1375 -0.7871 -0.4195
C 3.5899 0.0735 2.0865
N 3.7941 -0.3921 0.7448
C 5.0562 -1.0882 0.4791
C 2.7603 -0.5293 -0.1130
N 1.5284 -0.7990 0.2834
C 1.4187 -1.6907 1.4009
C 2.2555 -2.7739 1.4740
C 2.1189 -3.7474 2.4558
C 1.1094 -3.6482 3.3616
C 0.1421 -2.6058 3.2785
C -0.8561 -2.5434 4.2724
C -1.7254 -1.4810 4.2777
C -1.5833 -0.4518 3.3338
C -0.5529 -0.4352 2.4159
N -0.4600 0.7168 1.5946
C -0.4323 1.9128 2.1763
N -0.9228 2.9808 1.4891
C -2.0730 2.7563 0.6039
C -0.2860 4.3055 1.5900
N 0.0032 2.1286 3.4300
C 1.0125 1.3154 4.0366
C -0.5396 3.1930 4.2604
C 0.3312 -1.5936 2.3271
N 3.0788 -0.3569 -1.4336
C 2.4231 -1.1384 -2.4652
C 4.1518 0.5037 -1.8761
H 4.4979 0.5629 2.3899
H 3.3073 -0.7172 2.8167
H 2.7711 0.8148 2.0826
H 5.1787 -1.8919 1.1958
H 5.9230 -0.4017 0.5706
H 5.0371 -1.5059 -0.5193
H 3.0365 -2.8912 0.7583
H 2.8433 -4.5750 2.4579
H 0.9382 -4.3498 4.1690
H -0.9280 -3.3879 4.9670
H -2.5205 -1.4699 4.9957
H -2.3057 0.3549 3.2546
H -2.8138 2.0701 1.0828
H -1.8191 2.3973 -0.4196
H -2.5283 3.7347 0.4135
H -0.8474 5.0037 2.1832
H -0.1912 4.7199 0.5787
H 0.7421 4.2094 1.9383
H 1.4044 0.5105 3.3751
H 0.6231 0.8602 4.9716
H 1.8807 1.9394 4.3259
H -1.4458 3.5817 3.8058
H 0.1764 3.9852 4.3727
H -0.7729 2.8234 5.2500
H 3.1078 -1.8069 -3.0053
H 1.9650 -0.4977 -3.1908
H 1.6349 -1.7979 -2.0254
H 4.4294 1.1912 -1.0791
H 3.8411 1.0239 -2.7482
H 5.0641 -0.0515 -2.1401
C 0.0190 1.5781 -4.5013
Si -0.0022 2.7314 -2.9719
C 1.2677 4.1346 -3.1673
C -1.6897 3.5637 -2.8906
C 0.4068 1.7794 -1.4338
H -0.2027 2.1565 -5.4032
H -0.7100 0.7559 -4.4468
H 1.0471 1.1092 -4.6456
H 1.0129 4.7595 -4.0289
H 2.3182 3.8195 -3.3114
H 1.2505 4.8034 -2.2924
H -1.7081 4.3338 -3.6742
H -1.7983 4.2043 -2.0047
H -2.5214 2.8847 -2.9810
H 0.4472 2.5079 -0.6101
H 1.4773 1.4648 -1.5116
```

For the HOMO-LUMO gap, the calculation gives 0.28100 hartree. Its LUMO energy is -2.31 eV. The total energy is -87467.4106 eV. As for the largest force on an atom: 0.0393 hartree/bohr. As for the total charge: +1. The calculation puts the relative energy (zero: lowest compared OMol25 entry of this formula, charge and spin) at 0.0 kcal/mol.

# C34H52O26Rb2

C34H52O26Rb2 as an isolated structure in a non-equilibrium geometry (ωB97M-V with the def2-TZVPD basis set, the OMol25 dataset).

Geometry as XYZ:
```
114
Properties=species:S:1:pos:R:3
Rb -2.8140 -1.1805 -1.3213
Rb 1.3470 -2.1888 -3.0490
O 0.2800 0.2721 -1.8197
C 0.2644 0.1793 -0.4211
C 0.4435 -1.1810 0.3560
O -0.3859 -2.2602 -0.0143
H -0.6592 0.6209 -0.0469
H 1.0760 0.7994 -0.0405
H 0.3598 -1.0142 1.4299
H 1.5215 -1.3048 0.2522
C 3.7328 1.9766 1.4335
C 4.2612 0.7977 2.2350
C 3.8001 -0.6094 1.8959
O 4.9869 -1.3912 1.9534
C 6.0687 -0.5892 2.0141
O 7.2073 -1.0284 2.1300
O 5.6890 0.6739 2.0234
H 4.0643 1.9471 0.3956
H 4.1444 2.9134 1.8092
H 2.6455 1.9783 1.5096
H 4.1211 0.9723 3.3017
H 3.4624 -0.7536 0.8696
H 3.0319 -0.8823 2.6194
C -4.1291 2.8347 4.7005
C -4.4419 3.0332 3.2736
C -3.3193 3.8398 2.5857
O -2.7893 3.0554 1.5851
C -3.4062 1.8616 1.5849
O -3.2383 0.9350 0.7933
O -4.3216 1.7850 2.6248
H -4.1229 3.7662 5.2666
H -3.1283 2.4033 4.6831
H -4.7871 2.1448 5.2289
H -5.4225 3.4885 3.1350
H -2.4944 4.1541 3.2250
H -3.7161 4.7529 2.1420
C 3.3851 4.1512 -2.0449
C 4.0488 2.8808 -2.5663
C 3.1106 1.7542 -2.8321
O 3.3975 1.4126 -4.1957
C 4.2502 2.2429 -4.7659
O 4.6785 2.2961 -5.9389
O 4.6270 3.1831 -3.8381
H 4.1313 4.9387 -2.1501
H 3.0522 4.1292 -1.0072
H 2.5606 4.4696 -2.6828
H 4.8144 2.4391 -1.9283
H 2.0842 2.0635 -2.6350
H 3.2864 0.9252 -2.1466
C -2.1927 1.0803 -4.9872
C -1.1724 2.1735 -5.4168
C 0.3039 1.9775 -4.9920
O 0.9850 2.0812 -6.2079
C 0.1701 1.9963 -7.2586
O 0.4738 2.1633 -8.4682
O -1.1250 2.0308 -6.7906
H -3.1689 1.1270 -5.4700
H -2.3615 1.1839 -3.9154
H -1.7939 0.0807 -5.1598
H -1.4691 3.2098 -5.2548
H 0.3272 0.9669 -4.5843
H 0.6483 2.6133 -4.1764
C 0.1822 4.5491 0.0787
C -0.0345 4.1040 -1.4269
C -1.4373 3.5232 -1.7492
O -1.8159 4.3316 -2.8946
C -0.9119 5.2697 -3.1251
O -1.1258 6.1464 -3.9476
O 0.0740 5.2567 -2.2437
H -0.7002 5.1195 0.3689
H 0.9945 5.2568 0.2449
H 0.3179 3.6392 0.6633
H 0.7751 3.4216 -1.6858
H -2.1901 3.7818 -1.0046
H -1.4394 2.4586 -1.9834
C 3.4406 -4.2565 0.6091
C 2.1619 -4.3824 1.4871
C 1.1498 -5.4041 0.9845
O 0.8267 -6.2126 2.1585
C 1.6302 -5.8948 3.1944
O 1.5573 -6.4467 4.3121
O 2.4479 -4.9005 2.8254
H 4.1077 -3.5010 1.0243
H 3.1073 -3.7791 -0.3124
H 3.9591 -5.1699 0.3176
H 1.6503 -3.4224 1.5550
H 1.4672 -5.9596 0.1019
H 0.2860 -4.8151 0.6760
C -0.9010 -0.0605 4.0195
C -2.0778 -1.0119 3.6714
C -1.6956 -2.4285 3.3090
O -2.4852 -3.2462 4.1630
C -3.2129 -2.4510 4.9270
O -4.0062 -2.9760 5.7252
O -2.9298 -1.1692 4.7166
H -1.2363 0.8212 4.5655
H -0.3108 0.2558 3.1594
H -0.2517 -0.5846 4.7208
H -2.6856 -0.6244 2.8537
H -0.6456 -2.5922 3.5515
H -1.7771 -2.5707 2.2313
C -3.1418 -5.3353 1.5912
C -2.9763 -4.9718 0.1141
C -2.7236 -6.1509 -0.7924
O -3.4904 -5.9090 -1.9416
C -4.4618 -5.0784 -1.5613
O -5.4710 -4.9354 -2.2331
O -4.2251 -4.4878 -0.3834
H -2.1586 -5.6082 1.9745
H -3.8414 -6.1333 1.8402
H -3.3542 -4.4528 2.1947
H -2.1861 -4.2451 -0.0743
H -2.9147 -7.1296 -0.3522
H -1.7033 -6.0104 -1.1491
```

For the HOMO-LUMO gap, the calculation gives 0.23419 hartree. Its LUMO energy is -1.40 eV. The total energy is -90645.5432 eV. As for the largest force on an atom: 0.1039 hartree/bohr. The calculation puts the relative energy (zero: lowest compared OMol25 entry of this formula, charge and spin) at 63.6 kcal/mol.